Record 1
Entry from the OMol25 dataset: a cluster of 4 separate species, C3H5FO in total in a non-equilibrium geometry (ωB97M-V/def2-TZVPD).

Structure (XYZ):
```
10
Properties=species:S:1:pos:R:3:forces:R:3
C 0.585 -1.606 -0.285 0.0 0.7 -0.2
C -0.357 0.517 0.612 -0.4 3.5 -2.0
C -0.558 1.719 -0.190 1.1 -1.3 5.0
H 0.887 -1.516 -1.718 -0.8 -1.1 4.6
H -0.305 -2.747 0.322 3.6 2.7 -2.1
H 1.795 -1.145 0.440 -3.9 -1.8 -2.1
H -0.214 0.473 1.826 -0.2 0.1 -3.5
H -0.903 1.894 -1.181 0.1 -0.9 -0.7
O -0.474 -0.629 -0.192 0.7 0.7 1.2
F -0.457 3.039 0.365 -0.2 -2.5 -0.3
```
Positions in Å, forces in eV/Å.

Output
**Total energy**: -292.1316 Eh

Atom charges from the Mulliken analysis, given in e for atoms 1 to 4: -0.5624, -0.0946, -0.1515, 0.2122

=====

Record 2
Entry from the OMol25 dataset: a structure of composition C27H27BCl5CrF2N12OPS2 in a non-equilibrium geometry (ωB97M-V/def2-TZVPD).

Structure (XYZ):
```
79
Properties=species:S:1:pos:R:3:forces:R:3
Cr 0.956 0.108 0.781 0.7 0.8 -0.3
N -0.343 2.994 -1.335 2.0 0.2 0.5
C 1.010 2.874 -0.994 -0.4 1.5 -0.2
N 1.899 3.892 -1.096 -1.9 -0.8 -0.7
N 2.943 3.477 -0.449 0.9 -1.0 0.9
N 2.726 2.289 0.072 0.9 0.2 -0.3
N 1.502 1.870 -0.286 0.6 0.1 0.8
C -0.938 2.756 -2.487 -1.7 -0.6 -0.5
N -2.274 2.925 -2.580 1.4 -0.8 -1.4
N -2.549 2.371 -3.800 -0.4 0.4 0.1
N -1.514 1.938 -4.397 -0.7 0.1 0.1
N -0.442 2.155 -3.573 0.4 -0.3 -0.6
H -0.973 3.271 -0.634 -0.7 0.4 1.1
C 0.084 -5.833 -1.456 0.6 0.0 0.8
C 0.013 -4.484 -0.705 -0.6 0.5 -2.3
N 0.473 -3.379 -1.592 -1.3 -0.5 -1.5
C -0.493 -3.113 -2.678 0.8 1.4 -0.5
C 0.096 -3.040 -4.106 1.1 -0.6 0.9
C 1.443 -2.562 -1.202 0.9 0.8 0.0
O 2.009 -2.726 -0.132 0.5 -0.1 0.9
C 2.024 -1.363 -1.986 0.0 0.8 0.0
C 3.371 -0.999 -1.738 -2.4 -0.7 -0.3
C 3.842 0.185 -2.203 2.6 1.3 -0.9
C 3.034 1.060 -2.909 -1.8 -1.0 0.6
N 1.715 0.745 -3.154 3.0 -0.1 1.3
C 1.286 -0.434 -2.713 -3.1 -1.2 -1.2
H -0.417 -6.643 -0.897 0.5 0.4 0.0
H 1.130 -6.083 -1.690 -0.3 -0.1 0.3
H -0.415 -5.820 -2.413 -0.3 0.4 -0.3
H 0.548 -4.349 0.179 1.0 -0.6 1.4
H -1.010 -4.232 -0.507 -0.7 0.0 0.4
H -1.074 -2.207 -2.498 0.3 0.3 0.4
H -1.245 -3.853 -2.543 -0.4 -0.8 -0.5
H 1.054 -2.500 -4.213 -0.4 -0.2 0.6
H -0.540 -2.527 -4.786 -0.9 0.2 -0.6
H 0.321 -4.044 -4.436 -0.1 -0.4 -0.4
H 3.962 -1.653 -1.176 0.8 -0.8 0.8
H 4.965 0.394 -2.101 -2.0 0.0 0.0
H 3.272 2.038 -3.237 0.7 0.6 -0.2
H 0.212 -0.686 -3.078 2.0 0.6 1.0
F 0.761 0.823 -5.211 -0.3 0.3 -0.9
B 0.928 1.706 -4.177 -0.7 -0.4 1.0
F 1.758 2.761 -4.399 0.1 0.5 -0.5
S -3.169 -2.468 0.808 0.5 0.5 0.0
P -2.181 -0.733 1.005 -1.0 -1.5 0.3
S -0.966 -0.269 -0.551 0.0 0.1 0.2
C -3.284 0.622 1.226 -1.4 1.8 -0.8
C -2.941 1.870 1.768 0.2 -0.8 -0.2
C -3.776 2.961 1.675 0.6 0.4 1.1
C -5.025 2.800 1.133 0.4 -1.3 -0.6
C -5.441 1.599 0.563 0.3 0.1 -0.1
C -4.509 0.555 0.567 -1.4 -1.0 -0.5
C -1.262 -0.728 2.552 0.8 -1.4 0.0
C -1.777 -0.345 3.790 2.6 0.2 -0.8
C -0.876 -0.267 4.878 -3.8 0.7 -1.0
C 0.366 -0.714 4.816 2.6 -0.9 0.6
C 0.833 -1.254 3.653 1.1 -1.6 -2.6
C 0.028 -1.322 2.504 0.2 0.7 1.0
H -2.030 1.950 2.301 0.9 0.4 0.5
H -3.483 3.916 2.161 -0.2 -0.8 -0.4
H -5.610 3.643 1.110 -1.7 1.8 -0.1
H -6.453 1.505 0.090 1.2 0.0 0.5
H -4.791 -0.388 0.066 0.2 0.5 0.4
H -2.736 0.064 3.830 -1.4 0.6 0.4
H -1.249 0.235 5.724 -0.4 0.4 1.2
H 0.993 -0.716 5.692 0.2 0.3 0.1
H 1.840 -1.689 3.465 -0.7 0.5 1.0
H 0.434 -1.926 1.664 -0.4 0.4 0.1
Cl 1.943 5.724 3.929 -0.3 0.4 0.4
C 0.592 4.527 3.942 1.8 -0.7 -0.7
Cl 0.299 4.125 2.251 -0.5 -0.3 -0.4
H -0.312 4.871 4.395 -0.3 0.1 0.4
H 1.076 3.646 4.379 -0.8 0.3 0.2
Cl -2.231 3.251 5.215 0.1 -0.1 0.0
C 4.260 -1.165 3.174 0.6 -0.5 0.2
Cl 4.377 -2.930 2.914 0.1 0.7 0.2
Cl 5.428 -0.455 4.270 -0.3 -0.2 -0.4
C 3.624 -0.490 2.203 0.1 -0.6 0.7
N 2.898 -0.108 1.369 -0.6 0.2 -0.6
```
Positions in Å, forces in eV/Å.

Output
**2S+1**: 5
**Total energy**: -6485.4241 Eh
**<S²>**: 6.02
**Total charge**: -2

Atom charges from the Mulliken analysis, given in e for atoms 1 to 4: 1.0957, 0.3099, -0.9936, -0.2296

=====

Computed energy relative to the best compared isomer or geometry (same formula, charge and spin), in the same sequence as the records: 7.203 0.313 eV.